[1]
ORCA calculation (ωB97M-V/def2-TZVPD) on a structure of composition C32H38BrN4O6S2SbV.

The HOMO energy (spin up / spin down) comes out at -8.3 / -8.4 eV. Its spin multiplicity is 2. The value obtained for the LUMO energy (spin up / spin down) is -0.0421 / -0.0292 Ha. Its net charge is 0.

Each line ends with the Mulliken charge.
Element x y z (Å)
V1 -0.43 -0.80 0.66  0.613
C1 0.84 2.27 0.62  -1.139
C2 0.11 1.98 1.89  0.595
C3 -0.23 3.06 2.70  -0.838
C4 -0.85 2.84 3.91  -0.782
C5 -1.02 1.53 4.32  -0.826
C6 -0.65 0.47 3.50  -0.483
N1 -0.17 0.71 2.25  1.132
Sb1 -0.58 -1.30 4.82  0.764
C7 1.52 -1.59 4.50  0.411
C8 2.14 -2.79 4.16  -0.361
C9 3.51 -2.77 3.96  -0.608
C10 4.20 -1.58 4.10  -0.563
C11 3.50 -0.43 4.45  0.440
C12 4.18 0.90 4.60  -1.213
N2 2.17 -0.45 4.65  -0.355
C13 -1.34 -3.15 4.01  -0.035
C14 -0.93 -4.28 4.71  -0.652
C15 -1.41 -5.51 4.32  -0.627
C16 -2.27 -5.58 3.24  -0.700
C17 -2.65 -4.40 2.60  0.639
C18 -3.55 -4.40 1.40  -1.255
N3 -2.20 -3.21 3.01  0.228
H1 1.46 3.16 0.76  0.667
H2 0.15 2.48 -0.20  0.029
H3 1.49 1.45 0.33  0.034
H4 0.01 4.06 2.36  0.515
H5 -1.16 3.67 4.54  0.436
H6 -1.43 1.32 5.30  0.497
H7 1.56 -3.69 4.00  0.430
H8 4.03 -3.68 3.68  0.439
H9 5.26 -1.53 3.94  0.331
H10 3.80 1.60 3.86  0.212
H11 3.96 1.32 5.59  0.321
H12 5.26 0.81 4.49  0.364
H13 -0.24 -4.19 5.55  0.531
H14 -1.10 -6.41 4.83  0.413
H15 -2.65 -6.53 2.89  0.381
H16 -3.95 -5.39 1.20  0.419
H17 -2.97 -4.08 0.53  0.192
H18 -4.37 -3.69 1.53  0.262
O1 0.26 -4.18 1.74  -0.562
S1 0.73 -3.13 0.90  1.140
O2 1.97 -3.34 0.22  -0.669
O3 -0.39 -2.61 -0.04  -0.498
O4 0.79 -1.76 1.70  -0.226
C19 0.76 1.57 -6.87  -1.605
C20 1.61 2.13 -5.72  1.675
C21 1.50 3.66 -5.71  -1.605
C22 3.07 1.75 -5.97  -2.165
C23 1.09 1.59 -4.39  -0.381
C24 1.88 0.85 -3.52  0.350
C25 1.35 0.38 -2.34  -0.107
Br1 2.43 -0.65 -1.19  -0.073
C26 0.02 0.62 -1.98  0.391
O5 -0.43 0.12 -0.81  0.282
C27 -0.80 1.39 -2.82  -0.999
C28 -0.22 1.83 -4.01  -0.211
C29 -2.26 1.79 -2.57  2.377
C30 -2.84 1.36 -1.22  -1.889
C31 -2.37 3.32 -2.64  -1.825
C32 -3.13 1.16 -3.67  -1.803
H19 1.12 1.95 -7.82  0.464
H20 -0.29 1.85 -6.77  0.313
H21 0.81 0.48 -6.89  0.361
H22 1.87 4.07 -6.66  0.465
H23 2.10 4.09 -4.91  0.356
H24 0.47 4.00 -5.58  0.318
H25 3.39 2.16 -6.93  0.423
H26 3.20 0.67 -6.00  0.408
H27 3.73 2.15 -5.20  0.394
H28 2.91 0.62 -3.75  0.604
H29 -0.84 2.42 -4.68  0.291
H30 -2.29 1.78 -0.38  0.064
H31 -2.87 0.28 -1.10  0.306
H32 -3.87 1.73 -1.16  0.610
H33 -1.75 3.79 -1.87  0.344
H34 -3.41 3.62 -2.47  0.484
H35 -2.07 3.72 -3.61  0.345
H36 -3.07 0.08 -3.63  0.381
H37 -2.83 1.49 -4.67  0.288
H38 -4.18 1.45 -3.52  0.492
O6 -4.64 -0.83 1.71  -0.489
S2 -3.26 -0.83 2.16  0.472
N4 -2.23 -0.80 1.08  -0.148

[2]
ORCA calculation (ωB97M-V/def2-TZVPD) on a structure of composition C17H23N3O3 at a distorted geometry.

The HOMO energy comes out at -7.3 eV. The value obtained for the LUMO energy is 0.0174 Ha. Its net charge is 0.

Each line ends with the Mulliken charge.
Element x y z (Å)
O1 -1.55 -0.96 -2.38  -0.647
C1 -1.28 -1.44 -1.37  1.006
N1 -2.15 -1.28 -0.37  0.066
H1 -1.99 -1.81 0.51  0.257
C2 -3.58 -0.94 -0.59  -1.039
C3 -3.87 0.27 0.64  -0.587
H2 -4.98 0.41 0.86  0.400
C4 -3.17 1.69 0.06  -1.366
N2 -1.76 1.61 0.05  0.968
C5 -1.02 1.48 1.44  -1.188
C6 0.09 2.66 1.40  -0.614
H3 -0.18 3.50 1.79  0.692
H4 1.06 1.85 1.73  0.047
C7 0.36 2.79 -0.08  -0.296
H5 0.91 1.89 -0.69  -0.474
H6 0.75 3.62 -0.20  1.023
C8 -1.06 2.49 -0.57  -1.383
H7 -1.20 2.36 -1.61  0.593
H8 -1.49 3.73 -0.52  0.183
H9 -0.78 0.54 1.77  0.275
H10 -1.79 1.82 2.16  0.530
H11 -3.61 2.56 1.02  0.282
H12 -3.49 2.04 -0.77  0.743
H13 -3.49 0.07 1.73  0.292
H14 -3.70 -0.19 -1.70  0.257
H15 -4.29 -1.51 -0.30  0.603
C9 -0.17 -2.43 -1.00  -1.640
N3 0.73 -1.42 -0.09  0.197
C10 0.42 -1.87 1.37  0.133
O2 -0.43 -2.48 1.75  -0.473
C11 1.63 -1.30 2.15  -0.555
O3 2.33 -0.30 1.68  -0.322
C12 2.56 -0.05 0.48  0.954
C13 3.50 0.67 0.04  0.006
C14 3.66 1.02 -1.27  -0.388
C15 2.91 0.72 -2.18  -1.029
C16 1.90 -0.36 -2.00  -1.190
C17 1.70 -0.68 -0.22  0.425
H16 1.18 -0.71 -2.56  0.643
H17 2.86 0.88 -3.17  0.621
H18 4.55 1.70 -1.41  0.250
H19 3.99 1.32 1.07  0.089
H20 1.11 -1.23 3.21  0.269
H21 2.24 -2.42 2.32  0.225
H22 0.27 -2.42 -1.98  0.440
H23 -0.35 -3.25 -0.54  0.724

[3]
ORCA calculation (ωB97M-V/def2-TZVPD) on a cluster of 12 separate species, C5H36N2O12 in total at a distorted geometry.

The HOMO energy (spin up / spin down) comes out at -12.8 / -12.5 eV. Its spin multiplicity is 2. The value obtained for the LUMO energy (spin up / spin down) is -0.1009 / -0.2982 Ha. Its net charge is +1.

Each line ends with the Mulliken charge.
Element x y z (Å)
C1 -1.42 1.24 3.21  -0.681
N1 -2.29 0.12 2.93  0.088
C2 -1.65 -1.19 2.90  -0.594
O1 -0.63 -1.36 1.91  -0.206
C3 -0.81 1.77 1.94  0.217
C4 0.66 1.43 1.86  -0.443
C5 1.12 1.99 0.48  -0.972
N2 0.74 1.14 -0.70  0.096
H1 -1.98 1.92 3.85  0.326
H2 -0.55 0.86 4.05  0.396
H3 -2.70 0.28 2.00  0.248
H4 -2.52 -1.84 2.71  0.326
H5 -1.06 -1.43 3.75  0.401
H6 -1.10 -1.32 1.03  0.188
H7 -1.27 1.49 0.96  -0.209
H8 -0.90 2.84 1.85  0.558
H9 0.90 0.34 1.97  0.158
H10 1.21 1.91 2.62  0.604
H11 2.23 1.83 0.51  0.276
H12 0.90 3.02 0.29  0.449
H13 0.01 1.66 -1.33  0.214
H14 0.13 0.38 -0.55  -0.171
H15 -3.69 -2.03 -0.54  0.286
H16 -3.92 -0.90 -1.69  0.313
O2 -3.86 -1.12 -0.77  -0.620
H17 1.90 -3.73 -1.01  0.284
H18 0.82 -3.84 0.01  0.300
O3 0.94 -3.64 -0.93  -0.656
H19 3.68 0.98 -1.95  0.373
H20 2.32 0.74 -1.31  0.309
O4 3.29 0.95 -1.09  -0.733
H21 -2.12 -0.59 -3.54  0.315
H22 -2.04 0.55 -2.41  0.365
O5 -2.57 0.15 -3.12  -0.627
H23 -0.37 -1.56 -2.08  0.088
H24 -0.11 -2.37 -1.04  0.310
O6 -0.64 -1.54 -1.08  -0.444
H25 0.70 0.62 -3.70  0.287
H26 0.59 -0.67 -4.48  0.270
O7 0.79 -0.32 -3.57  -0.561
H27 -2.49 0.30 -0.62  0.243
H28 -3.48 1.51 -0.33  0.257
O8 -2.62 1.27 -0.68  -0.595
H29 -1.57 2.66 -1.86  0.231
H30 -1.30 3.14 -3.34  0.322
O9 -0.92 2.92 -2.49  -0.658
H31 3.67 0.07 0.31  0.464
H32 4.06 -0.14 1.78  0.316
O10 4.04 -0.58 0.94  -0.828
H33 3.53 -1.32 -1.28  0.316
H34 2.37 -1.26 -2.22  0.209
O11 2.72 -1.81 -1.51  -0.471
H35 2.88 -1.43 1.87  0.461
H36 1.78 -2.30 2.80  0.262
O12 2.62 -1.82 2.71  -0.656

[4]
ORCA calculation (ωB97M-V/def2-TZVPD) on a structure of composition C33H33Cl2N2NaO7STe at a distorted geometry.

The HOMO energy comes out at -0.9 eV. The value obtained for the LUMO energy is 0.1377 Ha. Its net charge is -2.

Each line ends with the Mulliken charge.
Element x y z (Å)
Na1 0.27 1.35 0.85  0.522
Cl1 1.20 -2.61 6.57  -0.327
C1 1.25 -1.25 5.45  0.212
C2 0.94 0.05 5.92  -0.418
C3 0.95 1.10 5.06  -0.188
C4 1.30 0.98 3.66  -0.234
O1 1.25 1.96 2.86  -0.904
C5 1.68 -0.35 3.25  0.358
C6 2.15 -0.64 1.93  0.157
N1 2.57 0.24 1.09  -0.270
C7 3.21 -0.10 -0.09  0.519
C8 3.97 -1.24 -0.26  -0.494
C9 4.61 -1.52 -1.49  -0.897
C10 4.50 -0.68 -2.56  -0.814
C11 3.73 0.52 -2.42  1.280
C12 3.51 1.40 -3.50  -0.856
C13 2.76 2.52 -3.31  -0.629
C14 2.25 2.79 -2.02  -0.484
N2 2.44 2.00 -1.00  -0.288
C15 3.13 0.84 -1.18  0.309
C16 1.60 -1.44 4.15  -0.783
H1 0.67 0.19 6.96  0.366
H2 0.72 2.10 5.42  0.359
H3 2.17 -1.71 1.66  0.146
H4 4.09 -1.92 0.57  0.526
H5 5.20 -2.43 -1.59  0.366
H6 4.97 -0.90 -3.51  0.361
H7 3.95 1.18 -4.47  0.363
H8 2.54 3.19 -4.13  0.427
H9 1.66 3.68 -1.83  0.446
H10 1.86 -2.43 3.80  0.371
O2 -3.09 3.49 0.20  -0.700
Cl2 -2.21 2.83 -0.73  1.637
O3 -2.24 3.51 -2.02  -0.770
O4 -2.64 1.45 -0.92  -0.582
O5 -0.82 2.85 -0.23  -0.675
O6 0.30 0.19 -0.83  0.678
S1 -0.90 -0.67 -1.10  0.655
C17 -1.42 -0.20 -2.79  0.657
C18 -0.80 0.87 -3.39  -0.125
C19 -1.21 1.28 -4.65  -0.668
C20 -2.24 0.61 -5.30  -0.624
C21 -2.86 -0.47 -4.69  -0.696
C22 -2.45 -0.88 -3.43  -0.681
C23 -0.14 -2.19 -1.79  0.038
C24 -0.83 -3.38 -1.74  -0.125
C25 -0.27 -4.53 -2.29  -0.813
C26 0.99 -4.47 -2.88  -0.642
C27 1.69 -3.27 -2.90  -0.646
C28 1.13 -2.13 -2.35  -0.158
H11 -0.02 1.39 -2.85  0.129
H12 -0.73 2.13 -5.12  0.445
H13 -2.57 0.95 -6.28  0.348
H14 -3.66 -0.99 -5.19  0.385
H15 -2.95 -1.71 -2.94  0.325
H16 -1.81 -3.43 -1.27  0.402
H17 -0.81 -5.47 -2.25  0.393
H18 1.42 -5.37 -3.31  0.359
H19 2.68 -3.22 -3.34  0.443
H20 1.67 -1.18 -2.34  0.164
C29 -3.71 2.37 3.16  -1.212
Te1 -1.55 2.31 3.05  1.099
C30 -1.49 4.07 4.36  -1.502
H21 -4.11 2.71 2.21  0.294
H22 -3.98 3.07 3.96  0.410
H23 -4.10 1.38 3.40  0.312
H24 -1.95 3.87 5.33  0.388
H25 -2.00 4.91 3.88  0.370
H26 -0.44 4.35 4.50  0.317
C31 -1.59 -2.16 2.04  -0.975
C32 -2.21 -0.75 2.02  0.216
C33 -3.53 -0.79 1.22  -1.194
O7 -1.35 0.20 1.54  -0.631
H27 -2.29 -2.91 2.46  0.471
H28 -0.69 -2.15 2.65  0.033
H29 -1.32 -2.47 1.03  -0.040
H30 -2.49 -0.53 3.07  0.443
H31 -3.33 -1.03 0.17  -0.097
H32 -4.00 0.20 1.24  0.126
H33 -4.22 -1.53 1.63  0.514